1.
{
  "formula": "C4H12N2S2",
  "method": "ωB97M-V/def2-TZVPD",
  "species": ["S", "S", "C", "C", "C", "N", "C", "N", "H", "H", "H", "H", "H", "H", "H", "H", "H", "H", "H", "H"],
  "xyz": [[2.0414, 1.5515, -0.3855], [-2.1382, 1.3042, 0.9696], [-0.4436, 1.0161, 1.2010], [-0.0191, -0.5187, 1.1791], [0.0766, -1.0581, -0.2505], [-1.1064, -1.0076, -1.0452], [-0.8907, -0.4648, -2.3804], [1.2417, -0.6980, 1.8062], [1.8598, 2.7845, 0.0986], [-0.1392, 1.4260, 2.1534], [0.1560, 1.4937, 0.3638], [-0.7389, -1.1430, 1.6901], [0.4762, -2.0465, -0.1719], [0.8647, -0.4407, -0.6808], [-1.8315, -0.5232, -0.5482], [-1.7941, -0.5296, -2.9541], [-0.1665, -1.0965, -2.9123], [-0.5415, 0.5629, -2.3785], [1.8892, 0.0008, 1.4350], [1.2039, -0.6131, 2.8106]],
  "mulliken_charge": [-0.312, -0.165, 0.127, -0.458, -0.381, -0.283, -0.869, -0.518, 0.164, 0.370, -0.320, 0.491, 0.352, 0.036, 0.250, 0.353, 0.292, 0.316, 0.286, 0.268],
  "e_tot_ha": -1065.3266,
  "charge": 0,
  "e_above_lowest_kcal_mol": 100.0,
  "orbital_gap_ev": 4.7342
}

=====

2.
{
  "formula": "C35H69ClFInNO22",
  "method": "ωB97M-V/def2-TZVPD",
  "species": ["C", "C", "Cl", "C", "In", "C", "C", "C", "F", "N", "C", "O", "H", "H", "H", "H", "H", "H", "H", "H", "H", "H", "H", "H", "H", "C", "C", "O", "C", "O", "O", "C", "H", "H", "H", "H", "H", "H", "H", "H", "C", "C", "O", "C", "O", "O", "C", "H", "H", "H", "H", "H", "H", "H", "H", "C", "C", "O", "C", "O", "O", "C", "H", "H", "H", "H", "H", "H", "H", "H", "C", "C", "O", "C", "O", "O", "C", "H", "H", "H", "H", "H", "H", "H", "H", "C", "C", "O", "C", "O", "O", "C", "H", "H", "H", "H", "H", "H", "H", "H", "C", "C", "O", "C", "O", "O", "C", "H", "H", "H", "H", "H", "H", "H", "H", "C", "C", "O", "C", "O", "O", "C", "H", "H", "H", "H", "H", "H", "H", "H"],
  "xyz": [[7.3584, 7.2831, 0.3322], [6.7642, 7.6293, -1.0675], [8.0456, 7.0782, -2.3047], [6.5679, 9.1404, -1.2292], [4.5731, 9.9168, -0.5695], [3.3176, 8.4659, 0.5794], [3.0221, 7.1101, -0.1321], [2.7437, 7.2123, -1.6464], [3.6429, 6.3663, -2.3263], [3.5117, 10.7132, -2.2936], [3.5181, 11.8808, -2.1802], [3.3543, 13.0161, -2.0419], [8.4371, 7.1357, 0.2055], [6.9422, 6.3177, 0.6571], [7.1442, 8.0920, 1.0388], [5.8730, 7.0449, -1.3074], [7.3731, 9.6580, -0.6826], [6.7035, 9.4036, -2.2903], [4.9073, 11.2971, 0.5469], [2.3529, 8.9411, 0.8244], [3.8132, 8.2455, 1.5404], [3.7931, 6.3575, 0.0893], [2.0962, 6.7051, 0.3256], [2.7313, 8.2356, -2.0441], [1.7404, 6.7919, -1.8437], [2.8295, 4.2228, -4.0864], [1.7957, 3.6842, -3.1242], [0.5222, 3.4990, -3.7714], [0.3971, 2.3947, -4.5031], [1.2290, 1.5400, -4.6630], [-0.8292, 2.4061, -5.0452], [-1.1014, 1.3120, -5.9176], [2.4652, 5.1285, -4.5727], [3.7540, 4.4513, -3.5632], [3.0481, 3.5004, -4.8751], [1.6302, 4.4071, -2.3261], [2.1261, 2.7553, -2.6580], [-0.8985, 0.3575, -5.4342], [-0.5191, 1.4050, -6.8342], [-2.1590, 1.3554, -6.1691], [-4.9542, 2.7709, -4.7262], [-5.9692, 2.2698, -3.7211], [-7.2664, 2.1211, -4.3204], [-7.4449, 1.0171, -5.0428], [-6.6335, 0.1436, -5.2248], [-8.6818, 1.0482, -5.5487], [-8.9876, -0.0493, -6.4097], [-5.3095, 3.6839, -5.2066], [-3.9992, 2.9745, -4.2400], [-4.7882, 2.0376, -5.5165], [-6.0848, 2.9999, -2.9210], [-5.6494, 1.3336, -3.2612], [-8.7812, -1.0017, -5.9238], [-8.4227, 0.0349, -7.3378], [-10.0494, 0.0052, -6.6377], [-4.7912, 5.4641, 2.6893], [-5.4573, 4.7951, 1.5044], [-4.8087, 5.1491, 0.2774], [-3.6780, 4.4849, 0.0135], [-3.1845, 3.6265, 0.6994], [-3.1868, 4.9480, -1.1365], [-1.9304, 4.3738, -1.5136], [-4.7294, 6.5424, 2.5341], [-5.3502, 5.2688, 3.6053], [-3.7727, 5.0993, 2.8233], [-6.4864, 5.1428, 1.4164], [-5.4897, 3.7112, 1.6225], [-1.9773, 3.2860, -1.5139], [-1.1450, 4.7224, -0.8433], [-1.7053, 4.7124, -2.5217], [-7.4248, -1.2734, -1.9913], [-6.2807, -1.9439, -2.7241], [-5.3194, -2.4765, -1.7999], [-5.6434, -3.6425, -1.2411], [-6.6453, -4.2787, -1.4501], [-4.6666, -3.9805, -0.3929], [-4.9159, -5.1831, 0.3367], [-7.0449, -0.5281, -1.2896], [-8.0996, -0.7859, -2.6965], [-7.9980, -1.9978, -1.4114], [-5.7536, -1.2085, -3.3282], [-6.6378, -2.7216, -3.3997], [-5.1626, -6.0073, -0.3304], [-5.7177, -5.0215, 1.0567], [-4.0072, -5.4355, 0.8781], [-1.7614, -7.5343, 5.7933], [-3.0877, -7.2052, 6.4464], [-3.4022, -5.8124, 6.3120], [-3.8990, -5.4471, 5.1289], [-4.1124, -6.1746, 4.1918], [-4.1081, -4.1285, 5.1569], [-4.5776, -3.5899, 3.9204], [-0.9747, -6.8807, 6.1738], [-1.4840, -8.5710, 5.9854], [-1.8080, -7.3859, 4.7139], [-3.0293, -7.4026, 7.5162], [-3.8945, -7.8209, 6.0470], [-5.4565, -4.1252, 3.5645], [-3.7833, -3.6220, 3.1748], [-4.8502, -2.5524, 4.0968], [5.4337, -8.8734, 5.6645], [5.1319, -7.6576, 6.5174], [4.6591, -6.5665, 5.7151], [3.3743, -6.6288, 5.3554], [2.5951, -7.4982, 5.6504], [3.1087, -5.5646, 4.5934], [1.7788, -5.5386, 4.0717], [6.1159, -8.6125, 4.8533], [5.8849, -9.6625, 6.2667], [4.5251, -9.2664, 5.2072], [6.0466, -7.3100, 6.9964], [4.4181, -7.8898, 7.3083], [1.0413, -5.6545, 4.8640], [1.6576, -6.3191, 3.3206], [1.6313, -4.5718, 3.5969], [6.5669, -6.0704, 2.9760], [5.8029, -6.7323, 1.8492], [6.3863, -6.4298, 0.5742], [7.4660, -7.1431, 0.2534], [7.9720, -8.0088, 0.9217], [7.9006, -6.7216, -0.9381], [9.1021, -7.3541, -1.3785], [6.6635, -4.9983, 2.7968], [6.0586, -6.2260, 3.9269], [7.5778, -6.4734, 3.0559], [4.7852, -6.3436, 1.8190], [5.7335, -7.8120, 1.9919], [9.0100, -8.4386, -1.3506], [9.9426, -7.0273, -0.7666], [9.2729, -7.0426, -2.4062]],
  "mulliken_charge": [-1.258, 1.173, -0.314, -1.522, 0.944, -1.267, -0.466, -0.045, -0.338, -0.643, 0.509, -0.563, 0.433, 0.310, 0.262, -0.381, 0.319, 0.451, -0.349, 0.375, 0.305, 0.334, 0.359, 0.317, 0.086, -1.158, -0.002, -0.274, 0.707, -0.562, -0.296, -0.606, 0.276, 0.310, 0.413, 0.093, 0.337, 0.333, 0.307, 0.107, -1.030, 0.135, -0.391, 0.827, -0.540, -0.370, -0.632, 0.320, 0.274, 0.282, 0.314, 0.033, 0.271, 0.290, 0.236, -1.109, -0.175, -0.372, 0.693, -0.547, -0.352, -0.639, 0.293, 0.355, 0.315, 0.294, 0.307, 0.299, 0.376, 0.250, -1.080, 0.002, -0.384, 0.724, -0.558, -0.364, -0.584, 0.274, 0.237, 0.429, 0.176, 0.298, 0.364, 0.243, 0.199, -1.023, -0.230, -0.371, 0.800, -0.565, -0.358, -0.595, 0.218, 0.398, 0.305, 0.313, 0.308, 0.251, 0.275, 0.279, -0.981, -0.318, -0.368, 0.797, -0.564, -0.323, -0.601, 0.200, 0.382, 0.290, 0.304, 0.398, 0.217, 0.297, 0.265, -0.875, -0.137, -0.358, 0.766, -0.563, -0.343, -0.631, 0.365, 0.071, 0.330, 0.265, 0.304, 0.294, 0.289, 0.226],
  "e_tot_ha": -3835.3614,
  "charge": -1,
  "orbital_gap_ev": 6.7108
}

=====

3.
{
  "formula": "C37H56FN3O2Ti",
  "method": "ωB97M-V/def2-TZVPD",
  "species": ["Ti", "C", "C", "C", "C", "C", "C", "C", "C", "C", "C", "C", "C", "C", "C", "C", "C", "C", "H", "H", "H", "H", "H", "H", "H", "H", "H", "H", "H", "H", "H", "H", "H", "H", "H", "H", "H", "H", "H", "H", "H", "H", "H", "H", "H", "H", "H", "C", "O", "C", "O", "N", "N", "H", "H", "H", "H", "H", "H", "C", "C", "C", "C", "C", "C", "C", "C", "C", "C", "C", "C", "N", "C", "C", "C", "C", "C", "C", "F", "H", "H", "H", "H", "H", "H", "H", "H", "H", "H", "H", "H", "H", "H", "H", "H", "H", "H", "H", "H", "H"],
  "xyz": [[0.4103, -0.3336, 0.1461], [-1.4844, -0.6473, 1.4072], [-0.3921, -1.0562, 2.2411], [0.2073, -2.2100, 1.5942], [-0.5207, -2.4194, 0.3998], [-1.5975, -1.4947, 0.2936], [-2.7621, -1.6110, -0.6707], [-3.6535, -0.3732, -0.6335], [-2.2913, -1.8730, -2.0997], [-3.5674, -2.8286, -0.1770], [1.3521, -3.1446, 1.9981], [0.9463, -3.8954, 3.2763], [2.6956, -2.4221, 2.1743], [1.5692, -4.2077, 0.9115], [-0.2668, -0.4054, 3.6289], [-0.6598, 1.0799, 3.5668], [1.0925, -0.4659, 4.3279], [-1.3071, -1.1387, 4.5005], [-2.1472, 0.1738, 1.6233], [-0.3054, -3.1833, -0.3280], [-3.1147, 0.5304, -0.9223], [-4.0881, -0.2275, 0.3575], [-4.4819, -0.5051, -1.3303], [-1.7565, -1.0125, -2.5033], [-3.1570, -2.0495, -2.7393], [-1.6501, -2.7547, -2.1590], [-3.9030, -2.6896, 0.8517], [-2.9776, -3.7454, -0.2262], [-4.4486, -2.9579, -0.8064], [0.8162, -3.2409, 4.1328], [1.7197, -4.6221, 3.5279], [0.0123, -4.4386, 3.1223], [2.6601, -1.6108, 2.8919], [3.0464, -2.0186, 1.2217], [3.4423, -3.1378, 2.5205], [0.6888, -4.8353, 0.7658], [2.3878, -4.8586, 1.2171], [1.8445, -3.7547, -0.0453], [-0.0170, 1.6448, 2.8875], [-0.5421, 1.5131, 4.5598], [-1.6977, 1.2363, 3.2773], [1.8587, 0.0895, 3.7881], [1.4463, -1.4759, 4.5058], [0.9836, 0.0054, 5.3049], [-2.3109, -1.0380, 4.0848], [-1.3100, -0.7031, 5.5004], [-1.0831, -2.2009, 4.5949], [4.9645, -1.2420, -2.6596], [3.9553, -0.8595, -1.6933], [2.7516, -1.3479, -1.7508], [1.9508, -0.9793, -0.8586], [2.4107, -2.2058, -2.7112], [1.1331, -2.7738, -2.7235], [5.8583, -0.7093, -2.3584], [4.6664, -0.9221, -3.6580], [5.1429, -2.3158, -2.6117], [3.0822, -2.4475, -3.4255], [1.2209, -3.7840, -2.6989], [0.6494, -2.4974, -3.5717], [1.4888, 1.3149, -3.4076], [0.1359, 0.6085, -3.2566], [-0.2623, 0.0073, -4.6049], [-0.9214, 1.5317, -2.6628], [-1.9489, 2.0297, -3.4538], [-2.8900, 2.9089, -2.9381], [-2.8229, 3.3006, -1.6156], [-1.8243, 2.8208, -0.7722], [-1.8152, 3.2629, 0.6788], [-1.5341, 4.7635, 0.8033], [-3.1394, 2.9245, 1.3707], [-0.8827, 1.9362, -1.3155], [0.1762, 1.4306, -0.4796], [1.2064, 2.3186, -0.1046], [1.4626, 3.5657, -0.6680], [2.5448, 4.3114, -0.2210], [3.3891, 3.8404, 0.7783], [3.1604, 2.5959, 1.3568], [2.0806, 1.9088, 0.8824], [1.7624, 0.6306, 1.4187], [2.1983, 0.6612, -3.9231], [1.9277, 1.6106, -2.4557], [1.3797, 2.2126, -4.0184], [0.2726, -0.2323, -2.5625], [-0.3189, 0.7771, -5.3748], [-1.2216, -0.5105, -4.5757], [0.5044, -0.6984, -4.9351], [-2.0239, 1.7398, -4.4917], [-3.6778, 3.2860, -3.5765], [-3.5630, 3.9872, -1.2250], [-1.0206, 2.7266, 1.2000], [-2.3170, 5.3474, 0.3169], [-0.5810, 5.0386, 0.3529], [-1.5088, 5.0555, 1.8538], [-3.9615, 3.5069, 0.9528], [-3.0809, 3.1617, 2.4335], [-3.4036, 1.8715, 1.2594], [0.8145, 3.9365, -1.4517], [2.7323, 5.2804, -0.6629], [4.2249, 4.4376, 1.1138], [3.7858, 2.1913, 2.1404]],
  "mulliken_charge": [0.217, -0.865, 0.883, 1.331, -0.847, 0.820, 1.640, -2.008, -1.449, -1.773, 1.628, -1.646, -1.298, -2.052, 1.918, -1.974, -2.001, -1.663, 0.179, 0.563, 0.460, 0.370, 0.537, 0.226, 0.530, 0.217, 0.383, 0.347, 0.466, 0.235, 0.508, 0.342, 0.035, -0.070, 0.679, 0.406, 0.526, 0.120, 0.108, 0.584, 0.432, 0.192, 0.293, 0.630, 0.304, 0.495, 0.293, -1.005, -0.252, -0.188, -0.050, -0.021, -0.360, 0.255, 0.393, 0.388, 0.227, 0.329, 0.238, -1.532, 2.882, -2.382, 0.541, -0.651, -1.614, -0.297, 1.034, 1.955, -1.695, -1.657, -0.469, 1.829, 0.405, -1.034, -0.873, -0.879, -1.333, -0.342, 1.220, 0.460, 0.187, 0.326, -1.343, 0.594, 0.227, 0.537, 0.463, 0.439, 0.469, -1.249, 0.365, 0.320, 0.457, 0.449, 0.430, 0.263, 0.703, 0.530, 0.469, 0.590],
  "e_tot_ha": -2707.1269,
  "charge": 2,
  "e_above_lowest_kcal_mol": 0.0,
  "orbital_gap_ev": 7.0321
}

=====

4.
{
  "formula": "C37H40N3O4PReS",
  "method": "ωB97M-V/def2-TZVPD",
  "species": ["Re", "N", "C", "C", "C", "C", "C", "C", "P", "C", "C", "C", "C", "C", "C", "C", "C", "C", "C", "C", "C", "H", "H", "H", "H", "H", "H", "H", "H", "H", "H", "H", "H", "H", "H", "H", "H", "O", "C", "N", "S", "O", "O", "C", "C", "C", "C", "C", "C", "H", "H", "H", "H", "N", "H", "H", "H", "C", "C", "C", "C", "C", "C", "C", "C", "C", "C", "C", "C", "O", "H", "H", "H", "H", "H", "H", "H", "H", "H", "H", "H", "H", "H", "H", "H", "H", "H"],
  "xyz": [[-0.4827, 0.1162, -0.3696], [-0.8090, 0.1751, 1.7834], [-1.0120, -1.0902, 2.4883], [-0.8012, -1.1762, 3.8550], [-1.0824, -2.3708, 4.4995], [-1.5808, -3.4553, 3.7857], [-1.7830, -3.3545, 2.4200], [-1.4938, -2.1616, 1.7569], [-1.6242, -1.9588, -0.0383], [-0.9271, -3.5213, -0.6543], [0.2241, -4.0157, -0.0376], [0.8133, -5.1856, -0.4832], [0.2609, -5.8756, -1.5547], [-0.8854, -5.3949, -2.1677], [-1.4820, -4.2244, -1.7187], [-3.3802, -1.9307, -0.4507], [-4.3581, -1.9752, 0.5405], [-5.6978, -1.8935, 0.1943], [-6.0697, -1.7704, -1.1349], [-5.0992, -1.7130, -2.1261], [-3.7613, -1.7844, -1.7850], [-0.1291, 0.7428, 2.2958], [-1.7090, 0.6780, 1.8691], [-0.4374, -0.3252, 4.4144], [-0.9191, -2.4531, 5.5643], [-1.8037, -4.3804, 4.2960], [-2.1473, -4.2051, 1.8596], [0.6489, -3.5050, 0.8196], [1.6930, -5.5685, 0.0142], [0.7130, -6.7954, -1.8962], [-1.3326, -5.9415, -2.9852], [-2.3968, -3.8908, -2.1858], [-4.0875, -2.0520, 1.5842], [-6.4500, -1.9230, 0.9684], [-7.1155, -1.7117, -1.4000], [-5.3863, -1.6059, -3.1620], [-3.0119, -1.7146, -2.5630], [0.0383, 2.3617, -0.1905], [-1.1931, 2.5750, -0.1123], [-1.9907, 1.4920, -0.3369], [-3.5081, 1.7272, 0.3461], [-4.5543, 1.3934, -0.5543], [-3.4314, 1.0755, 1.6322], [-3.2551, 3.4683, 0.5242], [-4.1759, 4.4189, 0.8993], [-3.7121, 5.7280, 1.0224], [-2.3802, 6.0540, 0.7842], [-1.4616, 5.0816, 0.4074], [-1.9223, 3.7826, 0.2739], [-5.2092, 4.1666, 1.0881], [-4.4048, 6.5053, 1.3124], [-2.0585, 7.0794, 0.8919], [-0.4279, 5.3258, 0.2123], [1.5039, -0.5024, 0.3241], [1.5158, -1.1203, 1.1377], [2.0154, 0.3491, 0.5719], [2.0529, -0.9704, -0.4055], [-1.1119, 3.0003, -3.4596], [-1.7200, 1.7997, -4.1829], [-2.9046, 1.1543, -3.4703], [-0.6594, 0.7944, -4.5529], [-0.4439, 0.5562, -5.8928], [0.5788, -0.2734, -6.3403], [1.4533, -0.8572, -5.4234], [1.2860, -0.7017, -4.0690], [2.3345, -1.2542, -3.1363], [3.0107, -0.1096, -2.3736], [1.8079, -2.3798, -2.2564], [0.1579, 0.0692, -3.5959], [-0.0820, 0.1042, -2.3269], [-1.9014, 3.6710, -3.1183], [-0.4663, 3.5618, -4.1345], [-0.5054, 2.7003, -2.6110], [-2.1012, 2.1794, -5.1341], [-2.6232, 0.7153, -2.5172], [-3.3398, 0.3718, -4.0924], [-3.6787, 1.8936, -3.2749], [-1.0691, 1.0587, -6.6163], [0.7264, -0.4264, -7.4001], [2.2874, -1.4400, -5.7856], [3.1027, -1.6977, -3.7738], [2.2923, 0.5294, -1.8527], [3.5534, 0.5337, -3.0643], [3.7363, -0.4994, -1.6600], [0.9076, -2.1014, -1.7080], [2.5744, -2.7070, -1.5533], [1.5393, -3.2432, -2.8620]],
  "lowdin_spin": [0.132, 0.003, 0.003, 0.000, 0.000, 0.000, 0.000, 0.000, -0.002, 0.002, 0.001, 0.000, 0.000, 0.000, 0.000, -0.004, -0.001, 0.000, -0.001, 0.000, -0.002, -0.001, 0.000, 0.000, 0.000, 0.000, 0.000, 0.000, 0.000, 0.000, 0.000, 0.000, 0.000, 0.000, 0.000, 0.000, 0.000, -0.006, 0.016, -0.002, 0.000, -0.001, 0.001, 0.004, -0.001, 0.005, -0.001, 0.004, 0.001, 0.000, 0.000, 0.000, 0.000, -0.005, 0.000, 0.000, -0.001, 0.007, 0.011, 0.007, 0.122, 0.002, 0.194, 0.008, 0.110, 0.009, 0.006, 0.006, 0.115, 0.255, 0.001, 0.000, 0.000, 0.000, -0.001, 0.000, 0.001, -0.003, 0.009, -0.002, 0.000, 0.000, 0.000, 0.001, 0.000, 0.001, 0.000],
  "e_tot_ha": -2716.5242,
  "charge": 2,
  "multiplicity": 2,
  "e_above_lowest_kcal_mol": 0.0,
  "orbital_gap_ev": [7.0517, 6.0419]
}